53
Properties=species:S:1:pos:R:3 method="wB97M-V/def2-TZVPD" e_tot_ha=-3628.752750 lumo_ev=-6.2 orbital_gap_ha=0.319 homo_energy_ev=-14.92 e_above_lowest_kcal_mol=11.2 total_charge=+2
C 0.98485 0.79827 4.28536
Cl -2.25956 3.31141 -1.15610
H -3.76453 -2.84623 0.86372
N -0.78389 -0.74072 -0.18471
H -4.97570 -1.55392 0.79902
H -4.50458 1.46873 -0.38233
H 2.35128 -0.18738 2.95521
H -0.76433 2.14055 1.09159
Cl -4.08211 2.39167 -3.85240
H 5.95880 1.45245 -0.35120
S 1.33726 0.45420 0.32086
C 5.67401 -0.57539 0.29707
H 3.53590 1.97207 -0.35756
C 3.41005 -1.29733 0.66562
C -1.06247 -1.92919 1.98258
C -0.13062 1.62310 4.38402
H -1.36720 -0.76595 -6.05934
C 3.89115 0.99179 -0.06860
H -0.03999 -2.13514 -2.67992
H 1.48375 0.44971 5.17890
H 6.73226 -0.79950 0.29583
Si -2.25178 2.39619 -3.01864
S -1.64567 -0.72503 -3.71350
C 0.81683 0.92354 1.91301
N -3.17516 0.25280 0.07720
H -1.65601 -2.83901 2.07761
C -3.99038 -1.82298 1.16524
C 3.00020 -0.01550 0.29797
H 5.11648 -2.55240 0.92930
H -4.00916 -1.79092 2.25674
H -1.26776 -1.32158 2.86834
H -0.04496 -2.32731 -4.44355
C -2.96165 -0.88144 0.63239
O -4.49294 0.56706 -0.03034
O 0.97447 1.44162 -0.64695
C -0.07088 -1.60509 -3.62902
H 2.69656 -2.06419 0.93261
Pd -1.58343 0.62726 -1.87306
H -2.34412 0.61809 -5.55010
H -0.01032 -2.18778 1.95245
O 0.63805 -0.95343 0.03788
C -0.76786 2.10395 3.24477
C -1.44676 0.04163 -5.33362
H -0.49836 1.90665 5.36117
C 1.47166 0.43724 3.04125
C -1.50952 -1.18340 0.77846
H -0.56621 0.67753 -5.36714
H -1.62337 2.75895 3.33514
C 4.76570 -1.56640 0.65839
C 5.24341 0.69390 -0.06642
Cl -0.90200 3.32177 -4.19514
C -0.29555 1.76057 1.98983
H 0.76612 -0.91549 -3.70989